1.
ORCA calculation (ωB97M-V with the def2-TZVPD basis set) on an isolated molecule of C8H22N2P2 at a distorted geometry.

Each line ends with the natural charge from an NBO analysis.
Cartesian coordinates (Å):
C -2.43670 0.48652 2.36087  -0.625
C -1.31171 -0.49676 2.45284  -0.224
N -0.60743 -0.63976 1.23883  -0.781
C -0.82800 -1.81467 0.42738  -0.215
C -2.22080 -1.72457 -0.16724  -0.634
P 0.81103 0.29581 1.19686  0.967
P 2.53965 -1.03061 1.55269  -0.082
N 0.97431 0.55612 -0.54756  -0.792
C 0.19459 1.57354 -1.16193  -0.217
C -0.84842 0.98116 -2.18927  -0.652
C 2.01406 0.01688 -1.35385  -0.196
C 3.28800 1.07593 -1.68564  -0.657
H -3.20769 -0.08118 1.71277  0.204
H -2.85798 0.97429 3.22401  0.221
H -2.18493 1.36137 1.70920  0.213
H -0.56101 -0.15762 3.18836  0.191
H -1.64790 -1.46543 2.75677  0.191
H -0.65056 -2.80167 0.95557  0.177
H -0.10071 -1.77448 -0.33827  0.205
H -2.94069 -2.23318 0.47974  0.209
H -2.40742 -0.64751 -0.29886  0.222
H -2.24608 -2.15027 -1.17275  0.213
H 3.43162 0.10756 1.27476  0.015
H 2.30138 -0.61289 2.83351  -0.010
H 0.84390 2.28807 -1.78596  0.188
H -0.40503 2.29771 -0.42555  0.217
H -0.64010 1.45615 -3.15082  0.210
H -0.96608 -0.08304 -2.15256  0.216
H -1.94835 1.27790 -2.06427  0.209
H 1.66120 -0.17792 -2.36827  0.191
H 2.46633 -0.89370 -0.91879  0.201
H 4.07274 0.59047 -2.33048  0.214
H 2.67977 1.78459 -2.46246  0.195
H 3.73899 1.66119 -0.78961  0.217

Calculated values
- orbital gap (eV) = 8.6
- highest occupied orbital energy (eV) = -7.63
- SMILES string = CCN(CC)P(#[PH2])N(CC)CC
- energy above the lowest of the compared OMol25 structures with the same formula, charge and spin (kcal/mol) = 2.0
- net charge = 0

***

2.
ORCA calculation (ωB97M-V with the def2-TZVPD basis set) on an isolated molecule of C8H22O3Si2 at a distorted geometry.

Each line ends with the natural charge from an NBO analysis.
Cartesian coordinates (Å):
C -1.41107 -2.83409 -0.74241  -0.634
C -0.83514 -2.97690 0.67003  -0.058
O 0.53640 -2.68127 0.65837  -0.878
Si 0.91172 -1.04396 0.85771  2.157
C 2.54975 -0.76673 0.06633  -1.180
C 1.04388 -0.72527 2.68218  -1.184
O -0.20501 0.03514 0.13706  -1.295
Si -0.36549 1.72153 0.10994  2.138
C -2.22482 2.04127 0.18389  -1.160
C 0.37767 2.45126 1.62888  -1.180
O 0.31693 2.42030 -1.26434  -0.880
C -0.12925 1.86571 -2.49305  -0.063
C 0.39976 0.47424 -2.78548  -0.652
H -1.29831 -1.81112 -1.04204  0.215
H -2.46446 -3.10606 -0.76892  0.208
H -0.89358 -3.47563 -1.49791  0.212
H -1.32120 -2.32891 1.39279  0.157
H -0.98236 -4.02171 1.02883  0.176
H 3.24071 -1.49140 0.48057  0.246
H 2.85227 0.25368 0.36470  0.235
H 2.52539 -0.84836 -1.01971  0.246
H 0.04433 -0.86440 3.02929  0.234
H 1.73203 -1.38341 3.21502  0.251
H 1.29533 0.28716 2.99244  0.242
H -2.42967 3.10390 0.18920  0.238
H -2.65386 1.53810 -0.68267  0.234
H -2.70108 1.60273 1.06882  0.243
H 1.44885 2.30533 1.58987  0.240
H 0.15215 3.49817 1.59593  0.247
H 0.02619 2.02215 2.58602  0.249
H -1.22822 1.82809 -2.46282  0.157
H 0.09670 2.59731 -3.29350  0.183
H 0.04589 0.04453 -3.71862  0.217
H 0.06110 -0.18656 -1.96941  0.230
H 1.48648 0.45519 -2.78701  0.209

Calculated values
- orbital gap (eV) = 10.8
- highest occupied orbital energy (eV) = -9.97
- SMILES string = CCO[Si](C)(C)O[Si](C)(C)OCC
- energy above the lowest of the compared OMol25 structures with the same formula, charge and spin (kcal/mol) = 2.6
- net charge = 0

***

3.
ORCA calculation (ωB97M-V with the def2-TZVPD basis set) on a structure of composition C8H23AsINOPYb at a distorted geometry.

Each line ends with the natural charge from an NBO analysis.
Cartesian coordinates (Å):
C -3.88036 -1.13818 -1.10850  -0.634
C -2.54490 -0.81154 -2.01496  -0.241
C -1.38881 -1.87496 -1.60744  -0.651
C -2.20469 0.76653 -1.94253  -0.672
As -0.45323 1.28678 -1.05208  0.568
C 1.44477 1.80043 -0.51737  -0.656
C 2.13743 0.47994 0.15174  -0.459
C 2.06391 0.36326 1.77840  -0.427
C 2.49609 -1.14601 2.36066  -0.247
N 3.77601 -1.67641 1.75833  -0.826
P -1.47309 2.71020 0.39207  0.829
O -2.85681 1.79392 1.03879  -0.968
I -0.22640 3.25147 2.41810  -0.026
H -4.82407 -0.83165 -1.74492  0.229
H -3.76102 -0.49731 -0.11409  0.216
H -3.88611 -2.28975 -0.85565  0.221
H -2.85907 -1.05545 -3.14113  0.221
H -1.23350 -1.86186 -0.44423  0.212
H -0.37398 -1.78387 -2.21215  0.222
H -1.80040 -2.96625 -1.86051  0.231
H -3.15606 1.31641 -1.48432  0.242
H -2.16301 1.16714 -3.06793  0.248
H -0.56100 0.18445 0.04139  -0.159
H 0.24041 0.31873 -2.07929  0.038
H -0.33518 2.41024 -2.15887  -0.148
H 2.03365 1.96890 -1.54579  0.248
H 1.55540 2.79946 0.05517  0.235
H 3.23490 0.35092 -0.29756  0.228
H 1.53331 -0.45707 -0.27654  0.225
H 0.92737 0.45759 2.08078  0.236
H 2.75865 1.18531 2.23623  0.214
H 1.56960 -1.86241 2.25735  0.236
H 2.67309 -1.00025 3.52701  0.177
H 4.42481 -0.85864 1.66628  0.339
H 4.14004 -2.36386 2.48504  0.257
H -2.80094 1.75608 2.04067  0.508
Yb 5.77321 -1.89228 3.23785  0.733

Calculated values
- orbital gap (eV) = 1.8
- highest occupied orbital energy (eV) = -8.51
- net charge = +1

***

4.
ORCA calculation (ωB97M-V with the def2-TZVPD basis set) on a structure of composition C8H23AsN at a distorted geometry.

Each line ends with the natural charge from an NBO analysis.
Cartesian coordinates (Å):
C 3.32593 -1.23786 1.19774  -0.607
C 2.07996 -0.58430 0.53498  -0.408
C 2.41345 0.60667 -0.40767  -0.390
C 1.24927 1.65065 -0.45779  -0.409
C -0.09490 0.97991 -0.92842  -0.773
As -1.65395 1.17450 0.38013  1.121
N -1.68931 3.07482 0.03629  -1.223
C -1.66660 -0.79174 0.90537  -0.733
C -2.45114 -1.73666 -0.06369  -0.408
C -1.62918 -2.23380 -1.29095  -0.614
H 3.81016 -0.48138 1.83096  0.197
H 3.97979 -1.64644 0.41327  0.191
H 2.96805 -2.05692 1.84732  0.199
H 1.45221 -1.33467 0.02542  0.198
H 1.42777 -0.17178 1.33054  0.214
H 2.63692 0.20880 -1.41253  0.183
H 3.31551 1.12396 -0.01685  0.177
H 1.16246 2.17340 0.50804  0.201
H 1.54535 2.39291 -1.22687  0.182
H 0.12345 -0.05268 -1.25511  0.183
H -0.39372 1.52957 -1.84810  0.189
H -0.59101 1.43130 1.52749  -0.252
H -2.79137 1.39415 1.44456  -0.196
H -2.68894 0.93580 -0.78400  -0.222
H -1.75351 3.26994 -0.95746  0.335
H -0.84155 3.49011 0.40761  0.338
H -2.20085 -0.85190 1.87923  0.192
H -0.67188 -1.24051 1.07794  0.180
H -2.72494 -2.64037 0.52339  0.171
H -3.40304 -1.29357 -0.39834  0.198
H -1.84985 -1.62632 -2.18692  0.204
H -1.84998 -3.28722 -1.53276  0.184
H -0.54456 -2.16838 -1.10282  0.197

Calculated values
- orbital gap (eV) = 6.8
- highest occupied orbital energy (eV) = -3.23
- net charge = -1

***

5.
ORCA calculation (ωB97M-V with the def2-TZVPD basis set) on a structure of composition C8H23Cl2GaO2P2 at a distorted geometry.

Each line ends with the natural charge from an NBO analysis.
Cartesian coordinates (Å):
C 1.18599 -0.03172 -5.02027  -0.751
C 0.91483 0.23147 -3.57199  0.644
H 2.26098 -0.03292 -5.21407  0.286
H 0.75613 0.73171 -5.67291  0.295
H 0.80655 -0.99994 -5.35258  0.288
O 1.72447 0.47534 -2.69639  -0.495
Cl -0.87212 0.18603 -3.01457  0.020
Ga -0.07218 0.04974 -0.48559  1.057
P -0.14452 2.22564 0.63499  0.995
C 1.01895 3.15405 1.66820  -0.933
C 0.06028 3.01870 -1.00491  -0.960
H -0.13651 4.09146 -0.89284  0.270
H -1.76204 3.94365 0.98254  0.273
H -0.64129 2.55851 -1.71749  0.252
H -2.53638 2.34462 0.68641  0.283
H 2.04791 2.92641 1.36269  0.268
H 1.08478 2.83754 -1.35681  0.260
C -1.73709 2.87077 1.20707  -0.937
H 0.79242 4.21684 1.48682  0.276
H -1.85099 2.71344 2.28540  0.275
H 0.87682 2.91073 2.73315  0.275
P 0.07892 -2.21687 0.91893  1.034
C 1.31044 -2.95076 2.06278  -0.934
C -1.43787 -3.00051 1.57024  -0.937
H -0.33854 -2.80861 -1.39644  0.245
H 0.22946 -4.24545 -0.46990  0.269
H 1.39534 -2.97116 -0.97919  0.251
C 0.37120 -3.16576 -0.63652  -0.956
H -2.28898 -2.57798 1.03685  0.277
H -1.42639 -4.09256 1.44966  0.277
H 1.24673 -4.05239 2.03440  0.280
H 1.10769 -2.59982 3.08634  0.259
H -1.53280 -2.75098 2.63028  0.258
H 2.31906 -2.63304 1.76746  0.261
Cl -2.39082 -0.19759 -0.29368  -0.555
O -0.73392 0.05738 3.01342  -0.960
H -1.58728 -0.12464 3.43739  0.500
H -0.09924 -0.09135 3.72112  0.490

Calculated values
- orbital gap (eV) = 7.1
- highest occupied orbital energy (eV) = -16.38
- net charge = +2

***

6.
ORCA calculation (ωB97M-V with the def2-TZVPD basis set) on a cluster of 4 separate species, C8H23ClNO5 in total at a distorted geometry.

Each line ends with the natural charge from an NBO analysis.
Cartesian coordinates (Å):
Cl -5.70520 19.58930 -20.50512  -0.961
C -7.83620 19.14117 -16.87295  -0.616
C -8.12622 17.99857 -17.91756  -0.072
C -9.02931 16.82828 -17.47568  -0.058
O -8.23696 16.13548 -16.47435  -0.540
C -9.02343 15.17598 -15.73946  -0.251
N -8.74568 18.62108 -19.02870  -0.865
H -8.68606 19.50207 -16.29366  0.194
H -7.37072 19.97842 -17.39299  0.234
H -7.16136 18.76730 -16.10294  0.206
H -7.32510 17.44465 -18.40694  0.205
H -9.32161 16.19675 -18.31463  0.158
H -9.93632 17.25519 -17.04770  0.154
H -9.35542 14.30916 -16.31086  0.160
H -9.85807 15.65287 -15.22559  0.160
H -8.47387 14.74901 -14.90055  0.179
H -8.95002 17.95266 -19.75778  0.333
H -7.96294 19.05916 -19.49294  0.405
C -3.30692 16.69878 -18.80958  -0.076
C -3.49764 16.50221 -20.31355  -0.085
O -2.39549 15.82199 -20.88165  -0.745
O -4.58211 17.18211 -18.32548  -0.753
H -2.47249 17.36612 -18.59395  0.160
H -3.02676 15.72550 -18.40667  0.149
H -3.70386 17.39487 -20.90407  0.220
H -4.31782 15.80576 -20.48784  0.149
H -2.36427 14.90250 -20.60748  0.452
H -4.75152 18.07757 -18.62723  0.511
C -4.80100 20.30037 -25.87093  -0.070
C -5.64056 19.28564 -25.14561  -0.080
O -5.59696 19.51271 -23.76528  -0.689
O -5.12928 21.56921 -25.43766  -0.694
H -4.89879 20.28702 -26.95645  0.143
H -3.74675 20.07308 -25.71286  0.150
H -5.17788 18.32450 -25.36974  0.145
H -6.68361 19.14922 -25.43116  0.151
H -5.74808 18.67232 -23.32655  0.485
H -4.79779 22.18208 -26.09805  0.455

Calculated values
- orbital gap (eV) = 7.5
- highest occupied orbital energy (eV) = -4.53
- energy above the lowest of the compared OMol25 structures with the same formula, charge and spin (kcal/mol) = 30.6
- net charge = -1

***

The evaluated E_LUMO for the records listed, in turn: 0.97, 0.82, -6.74, 3.55, -9.27, 2.92 eV.